Entry from OMol25: an isolated molecule of C22H27N3O4 (ωB97M-V with the def2-TZVPD basis set).

Energy above the lowest of the compared OMol25 structures with the same formula, charge and spin (kJ/mol): 289.45
Structure (SMILES): COc1ccc(C(=O)NCCN2CCN(C(=O)c3ccc(OC)cc3)CC2)cc1
E_HOMO (eV): -8.38
Orbital gap (eV): 9.005
E_tot (Ha): -1319.76705

Geometry as XYZ:
```
56
C22H27N3O4 | OMol25 | ωB97M-V with the def2-TZVPD basis set
C -8.8866 -2.3895 0.6188
O -7.5076 -2.5571 0.3905
C -6.7110 -1.4570 0.3742
C -7.1455 -0.1505 0.5780
C -6.2355 0.8884 0.5353
C -4.8834 0.6583 0.3100
C -3.9721 1.8357 0.2617
O -4.3538 2.9441 -0.0684
N -2.6993 1.5932 0.6592
C -1.6386 2.5521 0.4863
C -0.6770 2.0806 -0.6139
N -0.1631 0.7615 -0.2748
C 1.0280 0.7772 0.5516
C 2.3145 1.0993 -0.2347
N 2.4408 0.1955 -1.3534
C 3.3717 -0.7842 -1.4773
O 3.2742 -1.6677 -2.3107
C 4.5567 -0.6963 -0.5718
C 5.4009 0.4058 -0.5952
C 6.5459 0.4422 0.1819
C 6.8610 -0.6349 1.0043
O 7.9503 -0.7044 1.8152
C 8.8564 0.3721 1.8239
C 6.0185 -1.7490 1.0204
C 4.8893 -1.7825 0.2329
C 1.2765 0.1872 -2.2169
C 0.0244 -0.1420 -1.3952
C -4.4557 -0.6509 0.0921
C -5.3567 -1.6920 0.1218
H -9.3142 -3.3902 0.5835
H -9.3497 -1.7709 -0.1563
H -9.0804 -1.9481 1.6016
H -8.1850 0.0680 0.7644
H -6.5648 1.9063 0.6794
H -2.3974 0.6498 0.8438
H -2.1005 3.5010 0.2062
H -1.1043 2.6762 1.4333
H -1.2394 2.0073 -1.5469
H 0.1118 2.8327 -0.7494
H 0.8988 1.5041 1.3548
H 1.1336 -0.2169 0.9981
H 3.1770 1.0040 0.4241
H 2.2730 2.1279 -0.6143
H 5.1726 1.2425 -1.2400
H 7.1838 1.3106 0.1323
H 9.2987 0.5334 0.8356
H 8.3799 1.2970 2.1652
H 9.6397 0.0917 2.5263
H 6.2824 -2.5801 1.6549
H 4.2516 -2.6534 0.2336
H 1.4414 -0.5650 -2.9893
H 1.1744 1.1744 -2.6822
H -0.8620 -0.1156 -2.0313
H 0.1287 -1.1532 -0.9881
H -3.4206 -0.8652 -0.1335
H -5.0402 -2.7083 -0.0527
```